No. 1
Here is the molecule C9H12O in a non-equilibrium geometry from OMol25. Energies are from the ωB97M-V functional and the def2-TZVPD basis.

Computed properties:
SMILES = CC1=CC=C(C)CC(O)=C1
LUMO energy = 0.675 eV
net charge = 0
calculated total energy = -425.20967 a.u.

Each line ends with the natural charge from an NBO analysis.
Cartesian coordinates (Å):
H1 2.9643 0.8944 1.8433  0.23
H2 -1.8543 -2.1605 -1.0044  0.20
H3 3.5159 0.7911 0.0044  0.23
H4 1.8110 -0.5722 -1.2915  0.17
H5 1.9612 -1.3210 0.3648  0.20
C1 2.7193 1.1857 0.7294  -0.67
C2 -1.1822 0.8801 0.4883  -0.23
H6 0.3248 2.1121 1.6357  0.19
C3 -3.2695 -0.2156 -0.4130  -0.62
C4 1.2918 -0.7062 -0.4200  -0.51
C5 1.3686 0.7142 0.4696  0.06
H7 -3.5024 -0.1492 -1.4611  0.21
H8 1.5628 -2.7319 -1.8751  0.50
H9 -3.7115 0.6665 -0.0240  0.21
H10 2.8994 2.2429 0.6512  0.23
O1 0.7285 -2.8731 -1.4434  -0.69
C6 0.2100 1.1860 0.8835  -0.24
C7 -1.7876 -0.1997 -0.0982  0.03
H11 -1.9007 1.5702 0.7769  0.20
C8 0.0522 -1.8341 -0.9274  0.45
C9 -1.2126 -1.4241 -0.7084  -0.37
H12 -3.6536 -1.1049 -0.1668  0.21

***

No. 2
Here is a cluster of 2 separate species, C9H13BO3 in total in a non-equilibrium geometry from OMol25. Energies are from the ωB97M-V functional and the def2-TZVPD basis.

Computed properties:
LUMO energy (alpha / beta) = -0.341 / -0.340 eV
net charge = 0
calculated total energy = -601.23818 a.u.

Each line ends with the natural charge from an NBO analysis.
Cartesian coordinates (Å):
C1 2.2263 0.2133 -0.1125  -0.28
C2 3.4594 1.0717 0.2091  -0.60
O1 -1.9323 -0.2193 0.8384  -0.36
H1 4.2058 0.4835 0.7386  0.20
C3 -3.6530 1.4784 0.7934  0.38
H2 0.9770 -3.5918 0.3676  0.52
H3 3.9065 1.4513 -0.7076  0.20
H4 1.0290 0.3877 1.7242  0.19
O2 0.0966 -3.2393 0.2444  -0.89
H5 -2.1360 -2.0545 -1.8462  0.23
H6 1.6763 1.4030 -1.8345  0.20
H7 2.2536 -0.9472 1.7553  0.19
H8 3.1776 1.9165 0.8329  0.20
H9 -3.2167 1.7873 1.7603  0.12
C4 -3.2182 -0.3204 -0.9908  -0.23
C5 1.6180 -0.3128 1.1559  -0.53
C6 1.2211 1.0332 -0.9177  -0.60
O3 -4.5889 2.0669 0.3018  -0.51
C7 -1.4862 -1.2473 0.0871  -0.11
H10 2.5620 -0.6300 -0.7307  0.19
C8 -2.9848 0.3450 0.2010  0.14
H11 0.3565 0.4266 -1.1809  0.21
B1 -0.1724 -1.9709 0.4025  0.94
H12 0.8759 1.8849 -0.3351  0.20
C9 -2.2608 -1.3327 -1.0652  -0.25
H13 -3.9925 -0.0829 -1.6912  0.24

***

No. 3
Here is a structure of composition C9H13Br21FO4PS in a non-equilibrium geometry from OMol25. Energies are from the ωB97M-V functional and the def2-TZVPD basis.

Computed properties:
LUMO energy = -0.387 eV
net charge = 0
calculated total energy = -55545.15911 a.u.

Each line ends with the natural charge from an NBO analysis.
Cartesian coordinates (Å):
Br1 -3.9122 2.3498 2.6911  0.26
Br2 -0.1933 -2.2420 -0.3557  0.08
Br3 0.5159 -1.9065 -6.0935  0.09
H1 -10.2576 4.1981 6.8714  0.22
Br4 -5.8080 2.7232 -3.4255  0.11
Br5 0.1504 -5.0656 -5.6641  0.09
Br6 -2.8032 3.4506 -2.5656  0.07
O1 -0.0231 3.4056 2.0290  -0.94
Br7 1.4984 -3.2794 -3.3652  0.10
Br8 6.7959 -7.2773 -4.3863  0.10
C1 3.2724 2.4300 2.1359  -0.15
Br9 -5.0163 5.7653 -2.7883  0.10
H2 1.8963 -1.5151 0.7755  0.23
C2 -5.6922 2.0497 1.8942  -0.58
Br10 7.9495 -4.6910 -5.8907  0.09
Br11 2.1805 -3.9757 0.9265  0.09
C3 1.1922 -2.3129 0.9984  -0.49
H3 -5.7213 1.0161 1.5522  0.21
Br12 5.4245 -2.5948 0.0967  0.08
Br13 -10.3292 2.4270 5.1321  0.09
Br14 -9.4749 2.2665 8.2214  0.08
O2 0.9249 1.3587 0.8484  -0.90
H4 4.1077 3.0421 2.6099  0.21
Br15 -7.8645 4.1797 6.2103  0.10
O3 -2.1264 2.4130 3.1891  -1.04
H5 -1.6477 1.6391 0.9637  0.01
H6 -2.4646 3.7800 1.1369  0.02
H7 -4.1434 4.2086 -4.5153  0.23
Br16 -7.1192 2.2536 3.1979  0.01
S1 1.0611 2.8569 0.8143  1.70
F1 3.7002 0.0089 2.1003  -0.37
Br17 -5.9741 3.1697 0.3305  -0.01
Br18 4.7794 -5.1124 -5.6198  0.08
C4 6.3488 -4.2680 -0.2224  -0.49
H8 2.6208 2.0700 2.9794  0.23
H9 5.1425 1.3761 1.3507  0.19
O4 2.6139 3.3279 1.1993  -0.66
P1 -1.5965 2.8156 1.7626  1.59
Br19 5.2944 -5.7949 0.3375  0.09
C5 6.5046 -5.9783 -5.7921  -0.49
H10 3.5509 1.1476 0.3743  0.18
H11 2.2106 -3.6805 -5.7113  0.22
C6 -4.4064 4.0585 -3.4722  -0.49
C7 -9.5774 3.3833 6.6411  -0.49
H12 6.4963 -6.5216 -6.7326  0.23
H13 7.2443 -4.2582 0.3921  0.22
C8 4.0280 1.2104 1.4019  0.02
Br20 6.9248 -4.4309 -2.0644  0.09
Br21 0.4892 -1.9688 2.7713  0.09
C9 1.2328 -3.5077 -5.2708  -0.49

***

No. 4
Here is a cluster of 2 separate species, C9H13BrN in total in a non-equilibrium geometry from OMol25. Energies are from the ωB97M-V functional and the def2-TZVPD basis.

Computed properties:
spin multiplicity = 3
⟨S²⟩ = 2.032
LUMO energy (alpha / beta) = -3.343 / -8.982 eV
net charge = +1
calculated total energy = -2979.07307 a.u.

Each line ends with the natural charge from an NBO analysis.
Cartesian coordinates (Å):
N1 2.1069 -1.2962 2.7133  -0.80
H1 -0.4793 1.3143 1.0320  0.25
C1 -1.4004 2.5395 -2.1034  -0.14
H2 3.5006 -1.8826 1.1437  0.24
C2 -1.5918 1.3915 -2.8260  0.03
H3 -0.3668 -2.4865 1.2643  0.26
C3 -1.0466 2.4401 -0.7271  -0.21
H4 -1.2604 -0.7118 -2.6457  0.23
H5 1.1311 -0.9520 2.7369  0.37
H6 -1.5346 3.5311 -2.5756  0.25
C4 -0.5676 -1.4828 1.0834  -0.68
H7 -1.7995 1.3702 -3.8647  0.25
Br1 2.7411 0.5149 0.6739  -0.07
H8 -0.8463 3.3083 -0.1183  0.25
C5 -0.4798 -1.1379 -0.3104  -0.06
H9 -0.1288 -0.8222 1.7915  0.21
H10 1.8723 -1.7764 0.6510  0.21
C6 2.5015 -1.3639 1.4033  -0.20
C7 -1.3107 0.2542 -2.1479  -0.22
C8 -0.8789 1.2699 -0.0358  -0.05
H11 -0.3627 -1.8253 -1.0889  0.21
C9 -0.8601 0.1416 -0.7859  0.02
H12 -1.6864 -1.3308 1.3328  0.26
H13 2.7473 -1.0073 3.4034  0.41

***

No. 5
Here is a structure of composition C9H13Cl2OPdS5 from OMol25. Energies are from the ωB97M-V functional and the def2-TZVPD basis.

Computed properties:
LUMO energy = -5.072 eV
net charge = +1
calculated total energy = -3464.88129 a.u.

Each line ends with the natural charge from an NBO analysis.
Cartesian coordinates (Å):
H1 -2.7757 0.6737 -2.2953  0.20
C1 2.3144 -2.9024 1.7822  -0.30
H2 -4.0013 2.7169 -1.8910  0.25
S1 1.2737 -1.9597 -0.5784  0.38
C2 -3.2534 2.1539 0.0989  -0.43
H3 1.7316 2.5022 -2.1344  0.22
H4 -2.5470 3.5761 -1.3781  0.21
C3 1.5172 -2.0056 1.0903  -0.58
C4 1.4687 -1.1495 3.5845  -0.59
H5 0.2124 3.0294 -1.2882  0.20
Cl1 2.0123 2.7100 0.2101  0.01
H6 -1.5145 1.8544 -2.7117  0.20
C5 -3.0648 2.6151 -1.3482  -0.43
H7 -1.8853 0.8194 1.1890  0.21
C6 -2.1937 1.5197 -1.9299  -0.07
O1 -1.3977 1.0371 -0.8037  -0.58
Pd1 0.6307 0.5181 -0.9812  0.63
H8 2.9481 -4.2156 -1.0825  0.24
H9 -3.5516 2.9577 0.7678  0.24
H10 3.1806 -5.8232 -0.3719  0.26
H11 -1.1935 2.4014 0.7561  0.19
S2 3.2566 -4.2651 1.3244  0.44
S3 1.3024 -0.3121 4.9515  0.12
C7 1.1012 2.4042 -1.2551  -0.46
C8 2.6661 -4.8692 -0.2639  -0.75
S4 0.7973 -0.7117 2.0485  0.45
H12 1.5932 -5.0411 -0.2450  0.24
H13 -4.0008 1.3611 0.1566  0.22
C9 -1.8831 1.6132 0.4455  -0.07
S5 2.4526 -2.6036 3.4840  0.54
Cl2 2.8035 -0.6047 -1.3312  -0.18

***

No. 6
Here is a cluster of 4 separate species, C9H13Cl5N in total in a non-equilibrium geometry from OMol25. Energies are from the ωB97M-V functional and the def2-TZVPD basis.

Computed properties:
LUMO energy = 2.870 eV
net charge = -1
calculated total energy = -2706.55194 a.u.

Each line ends with the natural charge from an NBO analysis.
Cartesian coordinates (Å):
H1 -2.8076 -15.8551 -6.0333  0.18
C1 -3.6637 -18.1014 -3.7025  -0.19
C2 0.8779 -17.6724 -0.8141  -0.39
H2 -4.7998 -16.8434 -5.0184  0.20
H3 2.5463 -22.2966 -4.3421  0.21
Cl1 -0.5015 -16.5620 -1.0928  -0.08
C3 2.1878 -21.6412 -3.5506  -0.41
C4 -1.2962 -18.0341 -4.1249  0.03
H4 0.9389 -18.3418 -1.6714  0.25
H5 0.7153 -20.5768 -4.6508  0.26
C5 -3.8163 -17.1428 -4.6758  -0.28
Cl2 2.5177 -22.3723 -1.9571  -0.09
Cl3 -0.2914 -22.6649 -4.0685  -0.11
H6 1.8004 -17.0992 -0.8691  0.24
C6 0.7638 -21.2338 -3.7840  -0.37
C7 -2.3756 -18.5373 -3.4056  -0.26
Cl4 2.4678 -17.9178 -4.0952  -0.97
H7 0.3531 -20.6544 -2.9604  0.22
H8 0.4051 -17.6569 1.2900  0.21
H9 2.7978 -20.7413 -3.6482  0.28
Cl5 2.2458 -19.0420 1.0923  -0.07
C8 0.6982 -18.3685 0.5253  -0.38
H10 -0.0525 -19.1457 0.4062  0.21
H11 -4.4853 -18.6073 -3.2099  0.21
H12 -2.2053 -19.2969 -2.6531  0.21
C9 -2.6729 -16.6293 -5.2849  0.03
H13 -0.2676 -18.2953 -3.8940  0.24
N1 -1.4460 -17.0550 -5.0345  -0.40